# C34H94ClN8O13

A 10-piece molecular cluster, C34H94ClN8O13 overall (wB97M-V/def2-TZVPD, the OMol25 dataset).

Values from the calculation:
2S+1: 2
Electronic energy in Ha: -3227.49974
E_HOMO (spin up / spin down) in eV: 2.49 / -3.95
Frontier orbital gap (spin up / spin down) in eV: 1.281 / 7.655
Charge: -2

Last columns: bonded neighbours and bond lengths (Å).
CARTESIAN COORDINATES (ANGSTROEM)
1 Cl 14.217 12.517 18.939  O2 1.480, O3 1.435, O4 1.377, O5 1.424
2 O 13.118 11.893 19.710  Cl1 1.480
3 O 13.877 12.754 17.566  Cl1 1.435
4 O 14.473 13.766 19.458  Cl1 1.377
5 O 15.379 11.695 19.004  Cl1 1.424
6 C 11.550 7.744 19.230  C7 1.565, H12 1.090, H13 1.090, H14 1.090
7 C 10.525 8.637 20.006  C6 1.565, C8 1.518, N11 1.453, H15 1.090
8 C 9.666 7.857 20.984  C7 1.518, O9 1.457, H16 1.090, H17 1.090
9 O 8.690 7.061 20.251  C8 1.457, C10 1.460
10 C 7.527 7.834 19.824  O9 1.460, H18 1.090, H19 1.090, H20 1.090
11 N 11.230 9.625 20.804  C7 1.453, H21 1.010, H22 1.010
12 H 12.349 7.398 19.885  C6 1.090
13 H 12.055 8.311 18.447  C6 1.090
14 H 11.109 6.815 18.869  C6 1.090
15 H 9.865 9.197 19.345  C7 1.090
16 H 9.254 8.450 21.800  C8 1.090
17 H 10.361 7.252 21.566  C8 1.090
18 H 6.655 7.187 19.730  C10 1.090
19 H 7.632 8.105 18.774  C10 1.090
20 H 7.234 8.770 20.299  C10 1.090
21 H 11.822 10.093 20.132  N11 1.010
22 H 10.486 10.277 21.006  N11 1.010
23 C 10.246 7.742 15.221  C24 1.522, H29 1.090, H30 1.090, H31 1.090
24 C 10.761 8.897 14.375  C23 1.522, C25 1.507, N28 1.431, H32 1.090
25 C 11.197 9.975 15.335  C24 1.507, O26 1.374, H33 1.090, H34 1.090
26 O 10.208 10.632 16.026  C25 1.374, C27 1.461
27 C 10.754 11.356 17.171  O26 1.461, H35 1.090, H36 1.090, H37 1.090
28 N 11.808 8.548 13.464  C24 1.431, H38 1.010, H39 1.010
29 H 10.143 6.852 14.600  C23 1.090
30 H 9.206 7.906 15.501  C23 1.090
31 H 10.959 7.422 15.980  C23 1.090
32 H 9.903 9.335 13.865  C24 1.090
33 H 11.685 10.841 14.888  C25 1.090
34 H 11.963 9.470 15.924  C25 1.090
35 H 10.085 12.076 17.642  C27 1.090
36 H 11.588 11.994 16.879  C27 1.090
37 H 11.108 10.724 17.986  C27 1.090
38 H 11.544 7.690 13.001  N28 1.010
39 H 12.044 9.277 12.806  N28 1.010
40 C 16.189 8.098 19.315  C41 1.532, H46 1.090, H47 1.090, H48 1.090
41 C 17.201 8.610 20.345  C40 1.532, C42 1.568, N45 1.399, H49 1.090
42 C 18.411 7.631 20.537  C41 1.568, O43 1.410, H50 1.090, H51 1.090
43 O 19.189 8.011 21.649  C42 1.410, C44 1.455
44 C 19.779 6.885 22.357  O43 1.455, H52 1.090, H53 1.090, H54 1.090
45 N 17.743 9.853 20.000  C41 1.399, H55 1.010, H56 1.010
46 H 15.712 7.231 19.772  C40 1.090
47 H 16.619 7.737 18.381  C40 1.090
48 H 15.423 8.814 19.018  C40 1.090
49 H 16.604 8.637 21.257  C41 1.090
50 H 19.020 7.441 19.653  C42 1.090
51 H 17.938 6.686 20.802  C42 1.090
52 H 20.257 6.245 21.615  C44 1.090
53 H 19.126 6.256 22.962  C44 1.090
54 H 20.525 7.239 23.069  C44 1.090
55 H 17.024 10.021 19.311  N45 1.010
56 H 18.406 9.569 19.294  N45 1.010
57 C 15.486 16.644 16.902  C58 1.518, H63 1.090, H64 1.090, H65 1.090
58 C 14.138 17.080 17.448  C57 1.518, C59 1.537, N62 1.435, H66 1.090
59 C 12.989 16.366 16.718  C58 1.537, O60 1.388, H67 1.090, H68 1.090
60 O 11.775 16.923 17.092  C59 1.388, C61 1.454
61 C 10.667 16.511 16.247  O60 1.454, H69 1.090, H70 1.090, H71 1.090
62 N 14.142 16.997 18.881  C58 1.435, H72 1.010, H73 1.010
63 H 16.315 16.935 17.546  C57 1.090
64 H 15.686 17.068 15.918  C57 1.090
65 H 15.609 15.561 16.865  C57 1.090
66 H 13.817 18.089 17.189  C58 1.090
67 H 12.900 15.366 17.144  C59 1.090
68 H 13.246 16.260 15.664  C59 1.090
69 H 9.727 16.975 16.546  C61 1.090
70 H 10.538 15.429 16.232  C61 1.090
71 H 10.948 16.824 15.241  C61 1.090
72 H 14.882 17.599 19.212  N62 1.010
73 H 14.489 16.101 19.195  N62 1.010
74 C 11.391 16.616 11.599  C75 1.579, H80 1.090, H81 1.090, H82 1.090
75 C 12.870 16.275 12.033  C74 1.579, C76 1.509, N79 1.463, H83 1.090
76 C 13.024 15.086 12.950  C75 1.509, O77 1.394, H84 1.090, H85 1.090
77 O 11.925 14.834 13.770  C76 1.394, C78 1.425
78 C 11.881 13.492 14.249  O77 1.425, H86 1.090, H87 1.090, H88 1.090
79 N 13.727 16.074 10.864  C75 1.463, H89 1.010, H90 1.010
80 H 10.870 15.748 11.194  C74 1.090
81 H 11.282 17.430 10.883  C74 1.090
82 H 10.876 16.840 12.533  C74 1.090
83 H 13.183 17.160 12.586  C75 1.090
84 H 13.929 15.172 13.551  C76 1.090
85 H 13.074 14.285 12.212  C76 1.090
86 H 12.786 13.300 14.825  C78 1.090
87 H 11.541 12.685 13.600  C78 1.090
88 H 11.140 13.558 15.045  C78 1.090
89 H 14.698 16.161 11.130  N79 1.010
90 H 13.509 16.864 10.275  N79 1.010
91 C 10.811 14.875 19.489  C92 1.568, H97 1.090, H98 1.090, H99 1.090
92 C 11.041 16.010 20.547  C91 1.568, C93 1.494, N96 1.439, H100 1.090
93 C 11.922 15.490 21.635  C92 1.494, O94 1.405, H101 1.090, H102 1.090
94 O 12.084 16.495 22.603  C93 1.405, C95 1.413
95 C 12.749 16.063 23.772  O94 1.413, H103 1.090, H104 1.090, H105 1.090
96 N 11.508 17.234 19.951  C92 1.439, H106 1.010, H107 1.010
97 H 10.258 15.178 18.600  C91 1.090
98 H 10.347 13.986 19.917  C91 1.090
99 H 11.798 14.747 19.044  C91 1.090
100 H 10.072 16.282 20.964  C92 1.090
101 H 12.863 15.170 21.186  C93 1.090
102 H 11.464 14.646 22.152  C93 1.090
103 H 13.566 15.397 23.496  C95 1.090
104 H 12.077 15.355 24.257  C95 1.090
105 H 13.053 16.885 24.420  C95 1.090
106 H 11.202 17.060 19.004  N96 1.010
107 H 12.446 17.077 19.610  N96 1.010
108 C 14.644 12.540 23.106  C109 1.534, H114 1.090, H115 1.090, H116 1.090
109 C 16.088 12.598 22.589  C108 1.534, C110 1.587, N113 1.412, H117 1.090
110 C 17.259 12.915 23.612  C109 1.587, O111 1.436, H118 1.090, H119 1.090
111 O 18.491 12.825 22.882  C110 1.436, C112 1.389
112 C 19.414 13.757 23.339  O111 1.389, H120 1.090, H121 1.090, H122 1.090
113 N 16.263 11.367 21.921  C109 1.412, H123 1.010, H124 1.010
114 H 14.259 13.330 23.751  C108 1.090
115 H 14.392 11.764 23.829  C108 1.090
116 H 13.891 12.771 22.352  C108 1.090
117 H 16.125 13.482 21.953  C109 1.090
118 H 17.278 12.076 24.308  C110 1.090
119 H 16.992 13.880 24.043  C110 1.090
120 H 19.067 14.749 23.051  C112 1.090
121 H 20.396 13.552 22.913  C112 1.090
122 H 19.489 13.792 24.426  C112 1.090
123 H 15.630 11.563 21.158  N113 1.010
124 H 15.726 10.816 22.576  N113 1.010
125 C 18.322 13.438 17.950  C126 1.588, H131 1.090, H132 1.090, H133 1.090
126 C 19.238 12.912 19.136  C125 1.588, C127 1.560, N130 1.483, H134 1.090
127 C 20.430 13.898 19.335  C126 1.560, O128 1.439, H135 1.090, H136 1.090
128 O 20.891 13.602 20.666  C127 1.439, C129 1.428
129 C 22.205 14.099 20.922  O128 1.428, H137 1.090, H138 1.090, H139 1.090
130 N 18.222 12.821 20.212  C126 1.483, H140 1.010, H141 1.010
131 H 17.573 12.698 17.668  C125 1.090
132 H 18.985 13.479 17.086  C125 1.090
133 H 17.950 14.459 18.038  C125 1.090
134 H 19.599 11.925 18.845  C126 1.090
135 H 20.047 14.918 19.371  C127 1.090
136 H 21.164 13.717 18.550  C127 1.090
137 H 22.584 13.851 21.913  C129 1.090
138 H 22.247 15.183 20.822  C129 1.090
139 H 22.967 13.801 20.201  C129 1.090
140 H 17.440 13.093 19.634  N130 1.010
141 H 18.434 13.684 20.692  N130 1.010
142 C 15.748 9.494 15.754  C143 1.528, H145 1.090, H146 1.090, H147 1.090
143 C 16.824 10.555 15.981  C142 1.528, O144 1.454, H148 1.090, H149 1.090
144 O 17.821 10.200 16.978  C143 1.454, H150 0.960
145 H 15.008 9.891 15.060  C142 1.090
146 H 15.248 9.193 16.675  C142 1.090
147 H 16.070 8.541 15.335  C142 1.090
148 H 16.275 11.476 16.176  C143 1.090
149 H 17.312 10.747 15.026  C143 1.090
150 H 18.499 9.721 16.494  O144 0.960